No. 1
Formula: C52H132BN12O20Pb
Source: the Open Molecules 2025 dataset
Level of theory: ωB97M-V/def2-TZVPD

Values from the calculation:
- energy above the lowest of the compared OMol25 structures with the same formula, charge and spin (kcal/mol) = 104.7
- lowest unoccupied orbital energy (eV) = -3.41
- net charge = +1
- electronic energy (Ha) = -4439.70388
- orbital gap (eV) = 5.5

Element x y z (Å)
Pb1 16.542 -23.620 -25.933
O1 19.288 -22.080 -22.654
C1 18.265 -21.465 -22.294
O2 18.039 -20.924 -21.135
B1 16.617 -20.450 -21.078
O3 16.142 -20.581 -22.459
C2 17.031 -21.286 -23.178
O4 16.925 -21.638 -24.332
O5 16.509 -19.075 -20.530
C3 15.849 -19.125 -19.385
O6 15.609 -18.162 -18.617
C4 15.352 -20.533 -19.173
O7 15.842 -21.283 -20.181
O8 14.676 -20.930 -18.233
C5 14.834 -16.429 -23.017
C6 14.867 -15.654 -21.723
C7 13.622 -16.025 -20.895
O9 13.667 -15.437 -19.608
C8 12.700 -15.832 -18.696
N1 16.037 -16.039 -21.011
H1 14.538 -17.474 -22.921
H2 15.732 -16.341 -23.629
H3 14.048 -16.021 -23.651
H4 14.892 -14.573 -21.864
H5 13.494 -17.107 -20.894
H6 12.708 -15.667 -21.370
H7 12.968 -15.402 -17.731
H8 12.724 -16.921 -18.659
H9 11.690 -15.508 -18.944
H10 15.890 -15.620 -20.104
H11 16.107 -17.022 -20.790
C9 7.408 -19.476 -16.642
C10 8.254 -18.235 -16.196
C11 9.651 -18.151 -16.898
O10 10.441 -19.294 -16.449
C12 11.732 -19.166 -17.101
N2 7.368 -17.127 -16.521
H12 7.285 -19.494 -17.725
H13 6.470 -19.461 -16.086
H14 7.943 -20.419 -16.524
H15 8.439 -18.198 -15.122
H16 10.001 -17.223 -16.446
H17 9.517 -18.237 -17.976
H18 12.393 -18.399 -16.698
H19 11.695 -19.123 -18.190
H20 12.220 -20.122 -16.910
H21 6.560 -17.104 -15.915
H22 7.786 -16.213 -16.418
C13 17.187 -11.944 -17.143
C14 18.055 -12.848 -18.066
C15 17.798 -14.325 -17.843
O11 18.693 -15.078 -18.689
C16 18.721 -16.490 -18.490
N3 17.800 -12.490 -19.482
H23 17.158 -10.945 -17.580
H24 17.581 -11.982 -16.128
H25 16.151 -12.284 -17.138
H26 19.098 -12.723 -17.776
H27 16.735 -14.407 -18.069
H28 17.799 -14.607 -16.791
H29 19.431 -17.005 -19.136
H30 17.708 -16.865 -18.640
H31 19.057 -16.829 -17.510
H32 16.826 -12.696 -19.653
H33 17.788 -11.485 -19.590
C17 20.160 -24.621 -27.211
C18 19.920 -23.345 -26.332
C19 19.292 -22.133 -26.990
O12 18.044 -22.391 -27.600
C20 17.654 -21.322 -28.521
N4 19.157 -23.634 -25.070
H34 20.666 -25.501 -26.814
H35 20.649 -24.362 -28.150
H36 19.252 -25.096 -27.584
H37 20.903 -23.015 -25.996
H38 19.992 -21.788 -27.750
H39 19.117 -21.254 -26.369
H40 16.571 -21.313 -28.645
H41 18.006 -21.543 -29.528
H42 17.919 -20.320 -28.181
H43 19.290 -22.963 -24.326
H44 19.715 -24.410 -24.745
C21 18.648 -23.313 -19.005
C22 17.472 -24.281 -18.907
C23 16.680 -24.007 -17.652
O13 15.618 -24.917 -17.417
C24 16.059 -26.137 -16.807
N5 16.658 -24.131 -20.119
H45 18.482 -22.237 -18.969
H46 19.136 -23.366 -19.979
H47 19.415 -23.464 -18.246
H48 17.827 -25.311 -18.895
H49 16.316 -22.981 -17.603
H50 17.418 -24.016 -16.850
H51 16.933 -26.568 -17.296
H52 15.298 -26.914 -16.880
H53 16.263 -26.066 -15.739
H54 16.407 -23.168 -20.289
H55 15.742 -24.443 -19.827
C25 26.353 -20.352 -19.311
C26 25.599 -21.283 -20.276
C27 24.091 -21.264 -19.899
O14 23.405 -22.251 -20.682
C28 21.988 -22.169 -20.713
N6 25.884 -20.794 -21.621
H56 25.906 -20.488 -18.326
H57 26.172 -19.307 -19.562
H58 27.432 -20.499 -19.355
H59 26.118 -22.235 -20.171
H60 23.729 -20.256 -20.101
H61 23.955 -21.500 -18.843
H62 21.511 -22.382 -19.756
H63 21.614 -22.840 -21.486
H64 21.598 -21.228 -21.099
H65 25.284 -21.346 -22.216
H66 25.436 -19.890 -21.654
C29 11.579 -22.510 -17.751
C30 12.479 -23.717 -18.030
C31 12.946 -23.649 -19.583
O15 13.913 -24.575 -19.914
C32 13.558 -25.950 -19.755
N7 13.525 -23.363 -17.081
H67 10.677 -22.843 -18.264
H68 11.861 -21.593 -18.269
H69 11.362 -22.324 -16.699
H70 11.963 -24.641 -17.770
H71 13.196 -22.614 -19.815
H72 12.109 -23.818 -20.261
H73 12.880 -26.265 -20.547
H74 13.160 -26.192 -18.770
H75 14.459 -26.560 -19.817
H76 13.812 -22.429 -17.335
H77 14.353 -23.916 -17.252
C33 19.874 -21.240 -12.207
C34 19.271 -20.187 -13.103
C35 18.257 -20.660 -14.073
O16 17.824 -19.490 -14.848
C36 17.321 -19.786 -16.146
N8 18.678 -19.235 -12.135
H78 20.732 -20.936 -11.608
H79 20.275 -21.993 -12.886
H80 19.151 -21.829 -11.643
H81 20.052 -19.639 -13.630
H82 17.455 -21.143 -13.516
H83 18.807 -21.375 -14.685
H84 17.044 -18.868 -16.663
H85 16.429 -20.413 -16.173
H86 18.157 -20.207 -16.703
H87 18.044 -19.781 -11.570
H88 18.093 -18.556 -12.600
C37 19.064 -17.121 -22.136
C38 19.622 -15.783 -21.728
C39 20.581 -15.226 -22.844
O17 20.813 -13.864 -22.578
C40 21.522 -13.226 -23.618
N9 18.531 -14.860 -21.557
H89 18.287 -17.052 -22.897
H90 18.682 -17.765 -21.344
H91 19.824 -17.761 -22.584
H92 20.122 -15.795 -20.760
H93 20.130 -15.455 -23.810
H94 21.506 -15.800 -22.889
H95 21.843 -12.216 -23.364
H96 20.947 -13.125 -24.538
H97 22.498 -13.660 -23.835
H98 17.754 -15.308 -21.092
H99 18.099 -14.972 -22.463
C41 15.440 -19.549 -26.580
C42 14.489 -20.641 -26.007
C43 13.002 -20.263 -26.182
O18 12.183 -21.398 -25.790
C44 10.752 -21.183 -25.822
N10 14.785 -21.895 -26.733
H100 16.484 -19.795 -26.383
H101 15.307 -18.545 -26.176
H102 15.307 -19.376 -27.648
H103 14.633 -20.637 -24.926
H104 12.869 -19.845 -27.180
H105 12.757 -19.451 -25.497
H106 10.416 -20.871 -26.811
H107 10.441 -20.401 -25.129
H108 10.190 -22.072 -25.535
H109 13.866 -22.306 -26.651
H110 14.677 -21.691 -27.717
C45 15.906 -27.566 -23.456
C46 15.811 -26.162 -24.158
C47 15.206 -25.077 -23.270
O19 15.060 -23.849 -23.959
C48 14.032 -22.990 -23.291
N11 17.103 -25.717 -24.603
H111 14.927 -27.896 -23.109
H112 16.604 -27.493 -22.622
H113 16.329 -28.235 -24.206
H114 15.135 -26.294 -25.003
H115 15.741 -24.925 -22.333
H116 14.209 -25.368 -22.936
H117 13.782 -22.085 -23.844
H118 14.386 -22.580 -22.345
H119 13.112 -23.534 -23.076
H120 17.602 -26.390 -25.167
H121 17.645 -25.602 -23.758
C49 19.455 -26.908 -20.955
C50 19.749 -25.643 -21.751
C51 20.668 -25.805 -23.074
O20 19.954 -26.317 -24.228
C52 19.950 -27.710 -24.409
N12 18.592 -24.829 -22.096
H122 18.642 -27.483 -21.398
H123 19.112 -26.535 -19.990
H124 20.342 -27.522 -20.801
H125 20.373 -25.033 -21.098
H126 21.606 -26.331 -22.900
H127 21.103 -24.830 -23.288
H128 20.938 -28.124 -24.611
H129 19.319 -27.877 -25.282
H130 19.411 -28.184 -23.588
H131 18.911 -23.871 -22.102
H132 18.030 -24.695 -21.267



No. 2
Formula: C14H18CrF15O12S2
Source: the Open Molecules 2025 dataset
Level of theory: ωB97M-V/def2-TZVPD

Values from the calculation:
- lowest unoccupied orbital energy (alpha / beta) (eV) = 6.60 / 6.60
- net charge = -3
- electronic energy (Ha) = -4785.91192
- <S²> = 6.01
- orbital gap (alpha / beta) (eV) = 4.0 / 6.5
- 2S+1 = 5

Element x y z (Å)
Cr1 0.264 0.384 0.043
C1 0.611 3.412 -0.091
O1 -0.369 2.794 -0.915
O2 1.218 2.223 0.375
C2 1.488 4.511 -0.852
F1 2.143 4.014 -1.944
F2 0.756 5.524 -1.345
F3 2.393 5.111 -0.126
C3 -1.646 3.482 -1.213
C4 -2.602 2.538 -1.694
H1 -3.434 2.980 -2.242
H2 -2.145 1.852 -2.407
H3 -2.887 1.963 -0.813
H4 -1.500 4.253 -1.970
H5 -2.080 4.143 -0.464
H6 -0.036 3.838 0.676
C5 -1.975 -1.754 -1.308
O3 -1.945 -2.306 0.007
O4 -1.101 -0.660 -1.124
C6 -1.827 -2.772 -2.633
F4 -2.300 -2.370 -3.776
F5 -0.556 -3.036 -2.768
F6 -2.329 -3.963 -2.422
C7 -2.942 -3.308 0.411
C8 -2.774 -3.430 1.940
H7 -2.932 -2.473 2.438
H8 -3.471 -4.130 2.402
H9 -1.790 -3.779 2.251
H10 -2.791 -4.297 -0.022
H11 -3.968 -3.045 0.154
H12 -2.985 -1.345 -1.273
C9 1.976 -0.964 2.422
O5 3.310 -0.747 1.991
O6 1.246 -1.000 1.229
C10 1.989 -2.103 3.502
F7 1.384 -3.252 3.012
F8 3.215 -2.398 4.052
F9 1.176 -1.799 4.567
C11 4.074 -1.770 1.187
C12 5.225 -1.176 0.274
H13 4.873 -0.258 -0.198
H14 6.032 -0.828 0.918
H15 5.542 -1.737 -0.605
H16 3.493 -2.386 0.500
H17 4.343 -2.628 1.802
H18 1.781 -0.053 2.988
C13 -3.804 0.751 2.521
F10 -3.805 -0.384 3.277
F11 -4.133 0.455 1.221
F12 -4.708 1.654 2.976
S1 -1.996 1.494 2.535
O7 -2.182 2.965 2.259
O8 -1.492 1.239 3.887
O9 -1.100 0.864 1.488
C14 1.676 0.729 -4.202
F13 1.086 1.874 -3.952
F14 0.744 -0.213 -4.432
F15 2.493 0.849 -5.265
S2 2.640 0.173 -2.549
O10 1.501 0.141 -1.569
O11 3.304 -1.066 -2.943
O12 3.630 1.217 -2.191



No. 3
Formula: C7H6NO6Os
Source: the Open Molecules 2025 dataset
Level of theory: ωB97M-V/def2-TZVPD

Values from the calculation:
- energy above the lowest of the compared OMol25 structures with the same formula, charge and spin (kcal/mol) = 0.0
- lowest unoccupied orbital energy (alpha / beta) (eV) = -13.03 / -17.42
- net charge = +3
- electronic energy (Ha) = -865.80607
- <S²> = 6.03
- orbital gap (alpha / beta) (eV) = 8.5 / 6.6
- 2S+1 = 5

Element x y z (Å)
O1 -2.068 -0.124 -1.344
C1 -1.659 0.562 -0.421
Os1 -0.193 2.180 -0.520
C2 1.275 1.200 0.179
O2 2.256 0.723 0.571
C3 0.983 3.698 -0.999
O3 1.743 4.523 -1.274
C4 -0.878 2.894 1.148
O4 -1.241 3.296 2.173
C5 -0.069 1.480 -2.350
O5 0.041 1.055 -3.421
H1 -2.188 0.442 0.553
C6 0.736 -2.819 1.534
C7 0.054 -1.866 0.588
N1 -0.222 -2.331 -0.658
O6 -0.187 -0.678 0.902
H2 0.592 -3.863 1.227
H3 0.334 -2.670 2.543
H4 1.809 -2.582 1.553
H5 -0.889 -1.787 -1.195
H6 -0.227 -3.335 -0.788



No. 4
Formula: C5H9IS
Source: the Open Molecules 2025 dataset
Level of theory: ωB97M-V/def2-TZVPD

Values from the calculation:
- energy above the lowest of the compared OMol25 structures with the same formula, charge and spin (kcal/mol) = 82.5
- lowest unoccupied orbital energy (alpha / beta) (eV) = -0.34 / 0.17
- electronic energy (Ha) = -891.63361
- orbital gap (alpha / beta) (eV) = 7.6 / 7.9

Element x y z (Å)
C1 1.097 0.776 0.248
C2 0.565 -0.263 -0.781
C3 0.308 0.751 1.493
C4 -0.869 -0.232 -1.198
C5 -1.782 -0.655 -0.138
S1 -1.766 -2.365 0.307
I1 -3.699 0.371 0.040
H1 2.153 0.563 0.527
H2 1.118 1.802 -0.270
H3 1.071 -0.109 -1.754
H4 0.887 -1.158 -0.279
H5 0.128 -0.264 1.940
H6 -0.252 1.673 1.856
H7 -1.104 0.713 -1.499
H8 -0.800 -0.745 -2.116
H9 -2.332 -2.043 1.351



No. 5
Formula: C2H5N3O
Source: the Open Molecules 2025 dataset
Level of theory: ωB97M-V/def2-TZVPD

Values from the calculation:
- energy above the lowest of the compared OMol25 structures with the same formula, charge and spin (kcal/mol) = 112.1
- lowest unoccupied orbital energy (eV) = 0.45
- electronic energy (Ha) = -318.57184
- orbital gap (eV) = 9.4

Element x y z (Å)
C1 -0.233 0.589 -0.585
N1 0.012 -0.788 -0.950
N2 0.015 -1.368 0.621
O1 0.617 1.453 -1.306
C2 0.132 0.531 0.926
N3 0.393 1.073 1.945
H1 0.993 2.081 -0.670
H2 -0.816 -1.155 -1.421
H3 -1.279 0.886 -0.719
H4 0.917 -1.780 0.873
H5 -0.750 -1.523 1.285



No. 6
Formula: C25H46N4OPtSeSiTe4
Source: the Open Molecules 2025 dataset
Level of theory: ωB97M-V/def2-TZVPD

Values from the calculation:
- energy above the lowest of the compared OMol25 structures with the same formula, charge and spin (kcal/mol) = 0.0
- lowest unoccupied orbital energy (alpha / beta) (eV) = -1.03 / -2.08
- electronic energy (Ha) = -5156.76658
- <S²> = 6.03
- orbital gap (alpha / beta) (eV) = 4.8 / 5.4
- 2S+1 = 5

Element x y z (Å)
Pt1 14.014 15.934 11.195
Te1 14.612 18.204 12.344
Te2 12.982 19.534 13.891
Te3 11.720 17.147 15.218
Te4 13.496 15.536 14.330
C1 12.563 18.340 9.066
Si1 12.991 16.552 9.121
C2 11.446 15.641 8.560
C3 14.333 16.074 7.950
H1 12.149 18.659 8.125
H2 13.473 18.894 9.306
H3 11.835 18.497 9.881
H4 11.309 15.979 7.557
H5 10.553 15.964 9.085
H6 11.475 14.568 8.585
H7 14.167 16.587 7.020
H8 14.267 14.989 7.798
H9 15.305 16.357 8.373
C4 10.823 10.620 9.171
C5 11.963 9.839 8.524
C6 12.686 8.920 9.502
C7 13.522 9.678 10.497
N1 14.712 10.235 9.916
C8 14.954 11.520 9.610
Se1 13.738 12.884 9.763
N2 16.239 11.570 9.074
C9 16.871 12.744 8.480
C10 17.052 12.607 6.955
C11 15.756 12.639 6.156
C12 15.001 11.325 6.101
C13 16.770 10.314 9.130
C14 18.029 9.912 8.837
C15 18.350 8.590 9.034
C16 17.399 7.706 9.509
C17 16.152 8.141 9.877
C18 15.823 9.459 9.629
H10 10.278 11.264 8.462
H11 11.215 11.293 9.960
H12 10.064 9.957 9.624
H13 12.693 10.557 8.137
H14 11.556 9.283 7.682
H15 13.309 8.166 8.982
H16 11.947 8.352 10.074
H17 13.836 9.078 11.364
H18 12.980 10.517 10.912
H19 17.854 12.871 8.979
H20 16.242 13.590 8.761
H21 17.596 11.718 6.758
H22 17.670 13.422 6.643
H23 15.961 12.947 5.134
H24 15.070 13.399 6.558
H25 15.631 10.487 5.783
H26 14.190 11.390 5.389
H27 14.471 11.068 7.058
H28 18.774 10.579 8.475
H29 19.350 8.258 8.792
H30 17.673 6.690 9.674
H31 15.452 7.507 10.395
C19 9.823 14.469 11.561
N3 8.889 15.542 11.241
C20 7.455 15.258 11.218
C21 6.785 16.359 10.376
C22 7.110 17.725 10.928
N4 8.522 17.867 11.077
C23 8.985 19.210 11.242
C24 9.392 16.828 11.288
O1 10.576 16.946 11.553
H32 9.496 13.523 11.054
H33 9.832 14.297 12.651
H34 10.825 14.741 11.254
H35 7.025 15.277 12.217
H36 7.321 14.279 10.754
H37 5.717 16.165 10.330
H38 7.139 16.292 9.353
H39 6.597 17.873 11.903
H40 6.768 18.500 10.228
H41 8.901 19.695 10.264
H42 10.050 19.254 11.497
H43 8.434 19.774 12.031
C25 16.096 15.511 11.077
H44 16.347 16.038 10.161
H45 16.280 14.487 10.984
H46 16.632 15.928 11.954